(1)
The ion C2H2NO4 with charge +1 at a distorted geometry. Source: OMol25; level of theory: ωB97M-V/def2-TZVPD.

Atoms and positions in Å:
1 H -1.31 1.53 -0.10
2 O -1.38 -1.37 0.07
3 O 2.75 0.18 0.07
4 H -2.30 -1.36 -0.21
5 N 1.60 0.22 0.00
6 C -0.45 0.89 0.06
7 O 0.79 -0.88 0.02
8 C -0.51 -0.47 0.04
9 O 0.82 1.26 0.06

* HOMO-LUMO gap (spin up / spin down): 8.69 / 8.69 eV
* 2S+1: 1
* total charge: +1
* SMILES: O=[n+]1occ(O)o1
* maximum force: 4.27 eV/Å
* energy: -11772.0981 eV
* relative energy (zero: lowest compared OMol25 entry of this formula, charge and spin): 337.7 kJ/mol
* E_LUMO (spin up / spin down): -6.39 / -6.39 eV

Charges in e, computed with Löwdin, in the same order as the atoms:
1. H 0.172
2. O 0.266
3. O 0.325
4. H 0.185
5. N -0.190
6. C 0.049
7. O 0.279
8. C -0.320
9. O 0.232

=====

(2)
A structure of composition C33H61ClNbO17S at a distorted geometry. Source: OMol25; level of theory: ωB97M-V/def2-TZVPD.

Atoms and positions in Å:
1 O 2.47 -5.17 0.60
2 H 2.48 -8.12 -0.75
3 O 3.55 -0.39 -6.22
4 H -8.18 4.88 -2.53
5 C 3.05 -1.14 -2.26
6 C 4.18 1.29 7.85
7 H 3.58 -6.11 -0.85
8 H 1.62 -0.56 -5.06
9 C 4.87 -2.38 -6.29
10 H 0.94 -7.34 -1.05
11 H 2.41 0.23 10.43
12 C 4.12 4.76 5.30
13 Cl -0.15 -5.46 -3.82
14 C 3.79 2.61 4.37
15 C 0.91 -2.09 -0.29
16 C 3.02 3.75 5.02
17 H 0.87 -2.15 -5.35
18 H 3.21 0.38 -0.11
19 C 4.03 0.22 8.93
20 O 5.08 4.57 4.25
21 H 1.23 2.10 -1.44
22 H -7.77 6.54 -2.11
23 H 2.28 0.80 -2.92
24 C 2.38 -3.80 0.34
25 H 2.93 -3.54 -0.58
26 H 3.70 -1.56 -3.03
27 H 4.03 1.70 -0.88
28 H -5.75 6.46 -3.48
29 C -6.36 5.56 -3.46
30 H 0.52 -7.85 0.96
31 H 4.23 -0.78 8.55
32 H -5.59 -1.17 -0.03
33 O -0.21 0.90 0.55
34 O -9.04 0.46 -0.90
35 O -5.49 4.44 -3.21
36 H -7.07 4.40 -0.45
37 O 1.45 -7.58 0.95
38 H -0.93 1.53 0.39
39 H -6.81 5.41 -4.44
40 C -1.43 -4.96 -1.43
41 C -1.97 1.20 -2.93
42 H 2.47 3.47 5.92
43 H -2.28 -4.72 -3.39
44 H -2.95 3.10 -3.11
45 C 3.10 0.40 -2.31
46 H -5.95 5.76 -0.64
47 S 1.08 1.76 0.90
48 C 4.96 3.32 3.71
49 O 0.57 3.04 1.35
50 H -1.05 -0.29 -4.20
51 H 3.83 0.93 6.88
52 C -2.43 2.40 -3.76
53 C 2.53 -5.95 -0.58
54 H -2.28 -5.63 -1.31
55 C 1.82 -7.32 -0.40
56 C -7.36 5.56 -2.31
57 C 2.37 1.93 9.12
58 H 3.46 -1.49 -1.31
59 H -6.63 1.69 0.08
60 C -8.10 0.18 -0.21
61 H 2.31 4.16 4.31
62 H 3.19 2.07 3.63
63 C 2.59 0.45 9.38
64 C -6.51 4.99 -1.17
65 H -3.10 2.11 -4.57
66 O 5.72 2.93 2.88
67 O 1.52 2.64 9.54
68 H 5.76 -2.02 -5.76
69 H -5.01 0.10 1.04
70 H 4.73 -3.43 -6.05
71 H 2.04 -5.41 -1.40
72 C -6.97 -0.73 1.57
73 H -1.57 2.93 -4.19
74 C -1.34 -4.47 -2.88
75 H -7.03 -0.04 2.42
76 H -6.34 0.69 -1.34
77 H -0.52 -5.46 -1.12
78 H 1.73 -3.50 -2.51
79 C -5.51 4.11 -1.90
80 C 3.70 -1.54 -5.89
81 H 3.79 5.79 5.28
82 H 2.29 3.08 -0.41
83 H -1.35 -2.67 -4.00
84 H 5.05 -2.24 -7.36
85 H -1.57 -4.12 -0.76
86 H -0.10 1.18 -4.02
87 C 3.12 1.10 -0.93
88 H 4.02 0.71 -2.82
89 H -1.80 -2.49 -2.30
90 C -0.74 0.46 -3.46
91 H -1.71 1.53 -1.92
92 C -5.90 -0.31 0.56
93 O -4.81 3.25 -1.45
94 O 3.33 2.38 8.27
95 H -2.80 0.49 -2.83
96 H 4.62 4.57 6.26
97 O 0.01 -0.11 -2.41
98 H 1.87 -0.11 8.78
99 H 5.19 1.67 7.74
100 C 1.61 -1.61 -4.74
101 H 4.72 0.43 9.75
102 H 2.83 -3.27 1.20
103 C -6.67 0.68 -0.31
104 O 2.88 -2.20 -5.10
105 O 1.88 0.97 1.79
106 H 1.67 -1.45 0.19
107 O 1.04 -3.43 0.20
108 O -8.21 -0.65 0.85
109 H -6.86 -1.74 1.94
110 C 1.95 2.06 -0.62
111 H 4.19 1.91 5.10
112 H -0.06 -1.72 0.05
113 C -1.08 -2.97 -2.98
114 Nb 0.91 -1.90 -2.57

* HOMO-LUMO gap: 6.63 eV
* 2S+1: 1
* total charge: -1
* maximum force: 2.02 eV/Å
* energy: -94923.2159 eV
* E_LUMO: 1.80 eV

These are the Löwdin partial charges, in e, on atoms 1 to 99:
1. O -0.098
2. H 0.105
3. O 0.070
4. H 0.119
5. C -0.321
6. C -0.161
7. H 0.119
8. H 0.050
9. C 0.011
10. H 0.097
11. H 0.123
12. C -0.156
13. Cl 0.512
14. C -0.059
15. C -0.303
16. C -0.139
17. H 0.058
18. H 0.088
19. C -0.146
20. O 0.015
21. H 0.096
22. H 0.113
23. H 0.071
24. C -0.309
25. H 0.096
26. H 0.023
27. H 0.108
28. H 0.126
29. C -0.152
30. H 0.082
31. H 0.117
32. H 0.121
33. O -0.160
34. O 0.112
35. O 0.023
36. H 0.119
37. O -0.068
38. H 0.091
39. H 0.124
40. C -0.134
41. C -0.229
42. H 0.105
43. H 0.066
44. H 0.039
45. C -0.277
46. H 0.132
47. S 0.580
48. C -0.475
49. O -0.321
50. H 0.098
51. H 0.113
52. C -0.103
53. C -0.184
54. H 0.068
55. C -0.223
56. C -0.148
57. C -0.486
58. H 0.022
59. H 0.118
60. C -0.489
61. H 0.120
62. H 0.106
63. C -0.073
64. C -0.071
65. H 0.073
66. O 0.125
67. O 0.125
68. H 0.087
69. H 0.117
70. H 0.080
71. H 0.073
72. C -0.154
73. H 0.069
74. C -0.823
75. H 0.124
76. H 0.125
77. H 0.040
78. H -0.057
79. C -0.482
80. C -0.604
81. H 0.121
82. H 0.099
83. H 0.032
84. H 0.081
85. H 0.066
86. H 0.110
87. C -0.200
88. H 0.097
89. H 0.043
90. C -0.338
91. H 0.091
92. C -0.142
93. O 0.114
94. O 0.008
95. H 0.107
96. H 0.120
97. O -0.424
98. H 0.133
99. H 0.129

=====

> Among the records above, which one has the lowest energy?

C33H61ClNbO17S

=====

> The highest total charge belongs to which entry?

C2H2NO4

=====

> Number 2 is which compound?

C33H61ClNbO17S